C20H55ClN5O9 | ωB97M-V/def2-TZVPD

Results
lowest unoccupied orbital energy	2.3	eV
relative energy (zero: lowest compared OMol25 entry of this formula, charge and spin)	79.8	kcal/mol
highest occupied orbital energy	-5.8152	eV
net charge	-1
electronic energy	-60021.4515	eV

```
90
C20H55ClN5O9 (ωB97M-V/def2-TZVPD)
Cl -1.9748 0.0150 -0.1021
O -2.3271 0.3962 -1.4434
O -0.6158 -0.4583 -0.0798
O -2.2544 1.1004 0.7925
O -2.7918 -1.1088 0.3436
C 1.7888 6.9542 0.9795
C 0.4587 6.7903 1.7119
C -0.8116 6.4362 0.9593
O -1.9524 6.7687 1.7864
C -3.2123 6.2272 1.4006
N 0.6877 5.9674 2.9515
H 2.2371 6.0499 0.5679
H 2.4971 7.3545 1.7048
H 1.6970 7.7002 0.1901
H 0.3273 7.7499 2.2118
H -0.6597 5.3741 0.7669
H -0.8922 6.9566 0.0049
H -3.3947 6.5094 0.3636
H -4.0345 6.7460 1.8935
H -3.3540 5.1597 1.5691
H -0.2128 5.7512 3.3544
H 0.7970 5.0757 2.4901
C 0.0769 -2.0610 -4.8257
C 0.3518 -3.4945 -4.2660
C 1.8335 -3.6347 -3.7209
O 1.9074 -4.9702 -3.2591
C 3.2334 -5.4619 -3.1732
N -0.6802 -3.7428 -3.2530
H 0.7602 -1.8841 -5.6563
H 0.3937 -1.3015 -4.1109
H -0.9470 -1.7987 -5.0921
H 0.1586 -4.2954 -4.9797
H 2.0115 -2.8411 -2.9952
H 2.5609 -3.3889 -4.4946
H 3.7812 -4.7744 -2.5287
H 3.7330 -5.5405 -4.1388
H 3.1644 -6.4300 -2.6772
H -0.7922 -2.8962 -2.7136
H -1.5470 -3.6430 -3.7617
C 1.8273 -5.3832 2.6278
C 1.5827 -5.9013 1.1723
C 1.7039 -7.4620 1.1265
O 0.9757 -8.0331 0.0105
C 1.0870 -9.4728 -0.0053
N 0.1612 -5.4835 0.8341
H 1.7995 -4.2948 2.6787
H 2.8859 -5.5067 2.8564
H 1.2100 -5.9154 3.3516
H 2.3390 -5.4641 0.5205
H 1.3805 -7.9100 2.0661
H 2.7548 -7.7514 1.1255
H 0.8512 -9.8839 0.9762
H 2.1482 -9.7039 -0.0983
H 0.4269 -9.9872 -0.7038
H 0.0659 -4.5077 1.0767
H -0.3593 -5.7189 1.6671
C -1.9905 5.5148 -4.6307
C -2.4853 4.8508 -5.9409
C -2.1179 5.7843 -7.1178
O -2.5293 7.1304 -7.0316
C -3.9230 7.4454 -6.7760
N -2.0291 3.4912 -6.1248
H -2.3551 4.9576 -3.7677
H -2.4453 6.4924 -4.4705
H -0.9112 5.5601 -4.4851
H -3.5636 4.9041 -5.7908
H -2.4354 5.2834 -8.0323
H -1.0282 5.7872 -7.1413
H -4.0145 8.5178 -6.6038
H -4.3624 6.9357 -5.9185
H -4.4892 7.2080 -7.6766
H -2.2605 3.0767 -5.2334
H -1.0388 3.3089 -6.2035
C 2.1630 -3.2204 8.0212
C 1.3251 -1.9197 8.0051
C 1.1878 -1.2764 6.6331
O 0.2961 -0.1683 6.7985
C 0.4947 0.7163 5.6432
N 0.0673 -2.1534 8.7269
H 2.3844 -3.4959 9.0523
H 3.1450 -3.0554 7.5779
H 1.6905 -4.0173 7.4470
H 1.7048 -1.1078 8.6254
H 0.8532 -1.9529 5.8466
H 2.2063 -0.9617 6.4056
H -0.3715 1.3769 5.6063
H 0.5414 0.1218 4.7307
H 1.3928 1.3112 5.8090
H 0.3905 -2.4372 9.6407
H -0.3358 -2.9864 8.3222
```

And the Löwdin charges, in e, turn out to be: atom 1 (Cl): 0.595, atom 2 (O): -0.399, atom 3 (O): -0.400, atom 4 (O): -0.392, atom 5 (O): -0.409, atom 6 (C): -0.069, atom 7 (C): -0.441, atom 8 (C): -0.182, atom 9 (O): -0.195, atom 10 (C): -0.104, atom 11 (N): 0.036, atom 12 (H): 0.074, atom 13 (H): 0.073, atom 14 (H): 0.071, atom 15 (H): 0.124, atom 16 (H): 0.130, atom 17 (H): 0.122, atom 18 (H): 0.078, atom 19 (H): 0.079, atom 20 (H): 0.092, atom 21 (H): 0.057, atom 22 (H): 0.056, atom 23 (C): -0.075, atom 24 (C): -0.393, atom 25 (C): -0.197, atom 26 (O): -0.189, atom 27 (C): -0.114, atom 28 (N): 0.033, atom 29 (H): 0.058, atom 30 (H): 0.074, atom 31 (H): 0.072, atom 32 (H): 0.126, atom 33 (H): 0.122, atom 34 (H): 0.111, atom 35 (H): 0.081, atom 36 (H): 0.080, atom 37 (H): 0.084, atom 38 (H): 0.067, atom 39 (H): 0.060, atom 40 (C): -0.088, atom 41 (C): -0.357, atom 42 (C): -0.200, atom 43 (O): -0.189, atom 44 (C): -0.106, atom 45 (N): 0.044, atom 46 (H): 0.074, atom 47 (H): 0.062, atom 48 (H): 0.074, atom 49 (H): 0.125, atom 50 (H): 0.107, atom 51 (H): 0.111, atom 52 (H): 0.070, atom 53 (H): 0.076, atom 54 (H): 0.085, atom 55 (H): 0.062, atom 56 (H): 0.053, atom 57 (C): -0.067, atom 58 (C): -0.447, atom 59 (C): -0.216, atom 60 (O): -0.194, atom 61 (C): -0.082, atom 62 (N): 0.044, atom 63 (H): 0.073, atom 64 (H): 0.065, atom 65 (H): 0.078, atom 66 (H): 0.121, atom 67 (H): 0.115, atom 68 (H): 0.122, atom 69 (H): 0.084, atom 70 (H): 0.073, atom 71 (H): 0.083, atom 72 (H): 0.073, atom 73 (H): 0.073, atom 74 (C): -0.065, atom 75 (C): -0.440, atom 76 (C): -0.228, atom 77 (O): -0.192, atom 78 (C): -0.071, atom 79 (N): 0.031, atom 80 (H): 0.068, atom 81 (H): 0.066, atom 82 (H): 0.076, atom 83 (H): 0.134, atom 84 (H): 0.127, atom 85 (H): 0.119, atom 86 (H): 0.085, atom 87 (H): 0.086, atom 88 (H): 0.081, atom 89 (H): 0.059, atom 90 (H): 0.064